# 1
24
Properties=species:S:1:pos:R:3:forces:R:3:lowdin_charge:R:1 method="wB97M-V/def2-TZVPD" smiles="N=[S@@](=O)([O-])NC1CCCCC1" total_energy_ha=-894.56237 gap_ev=7.786 total_charge=-1 e_above_lowest_kcal_mol=25.9 homo_ha=-0.163
N -3.84279 -1.31933 0.79482 -1.0141 -0.0928 1.3782 -0.251
S -3.44650 -0.06235 0.06438 -3.5008 0.8792 -4.9645 0.483
O -4.06405 0.16127 -1.50527 2.2539 -0.8477 5.4409 -0.541
O -3.61766 1.10656 0.89829 0.8415 0.5357 0.0163 -0.391
N -1.86821 -0.36959 -0.39061 -0.1198 0.8836 -0.5334 -0.156
C -0.89263 -0.08056 0.61130 0.8267 1.9068 3.8900 -0.373
C 0.21361 -1.15572 0.59982 0.4517 1.1602 2.2568 -0.198
C 1.20077 -0.98536 -0.50870 2.4897 -1.0725 -0.1402 -0.239
C 1.82520 0.42292 -0.64889 1.3397 -0.0598 -0.3516 -0.234
C 0.68437 1.38904 -0.78332 -0.6929 1.9208 0.6708 -0.251
C -0.27802 1.41045 0.43714 -0.5201 -2.5791 -2.0197 -0.122
H -3.97012 -1.90884 0.01598 -0.2117 -1.7637 -0.8970 -0.047
H -1.90548 0.26752 -1.16410 1.0767 0.3218 -0.9985 0.054
H -1.45458 -0.00716 1.70557 1.3532 -0.6370 -2.7288 0.176
H -0.27955 -2.08610 0.61172 -0.6189 -1.3319 -0.6179 0.086
H 0.82728 -1.25929 1.56571 -0.9189 0.9125 -0.8872 0.130
H 0.75437 -1.20539 -1.48080 0.0260 -0.2903 0.0121 0.107
H 2.04665 -1.73914 -0.26102 -1.2060 0.9522 -0.9395 0.124
H 2.52670 0.71129 0.23535 -1.1506 -0.5545 -1.3828 0.129
H 2.44131 0.49900 -1.64791 -0.8309 -0.3620 1.9739 0.128
H 1.07417 2.43272 -0.94593 -0.4403 -0.8425 -0.1118 0.114
H 0.04521 1.10389 -1.60268 0.1302 0.0080 -0.8773 0.094
H 0.32171 1.79016 1.21257 0.2055 0.2459 1.7380 0.082
H -1.19059 1.96705 0.25264 0.2302 0.7072 0.0732 0.095



# 2
23
Properties=species:S:1:pos:R:3:forces:R:3:lowdin_charge:R:1 method="wB97M-V/def2-TZVPD" total_energy_ha=-818.96811 gap_ev=8.488 total_charge=+1 e_above_lowest_kcal_mol=96.8 homo_ha=-0.462
C -0.12818 -0.87029 -2.10717 2.0072 2.2657 0.4677 -0.119
C -1.41720 -1.22070 -1.40039 1.5832 -1.2549 -1.2970 -0.440
C 1.78335 -2.38997 -1.75833 -1.4559 -0.6423 -1.0157 -0.035
C -1.08919 2.76695 1.73027 0.1006 -0.9398 -1.7343 -0.055
C -1.02226 1.18573 1.77058 -2.0728 1.7183 -1.1709 -0.226
C -0.54267 0.56369 0.47320 -1.4001 -1.3998 0.8048 -0.652
N 1.00222 -1.40161 -1.82045 -1.0974 -1.5984 -0.4837 0.021
N 2.66323 -2.31051 -0.59448 -2.2809 5.2515 1.8288 0.170
O 0.82124 0.67375 0.28200 1.0868 0.4760 0.3982 -0.073
S -1.10041 -1.22361 0.34671 0.3246 -0.2101 1.4574 0.936
H 0.06020 0.08844 -2.61981 -0.8140 -0.4000 -0.1537 0.155
H -2.22863 -0.53850 -1.55422 -0.2959 0.1798 -0.8534 0.078
H -1.55470 -2.23334 -1.85068 -0.8565 0.3989 0.9571 0.121
H -2.09107 3.13139 2.00240 0.5105 -0.1645 -0.0659 0.082
H -0.89937 3.00977 0.65482 -0.3248 0.3519 0.7985 0.084
H -0.33714 3.28322 2.29856 0.2703 0.0575 0.4216 0.063
H -2.05327 0.90224 2.02915 0.5247 -0.5080 -0.2885 0.116
H -0.38525 0.81297 2.48244 1.4339 -0.7399 2.2605 0.080
H -1.08466 0.93302 -0.34723 -0.5636 1.1439 -1.2058 0.078
H 2.14787 -1.78989 0.23747 0.9258 -1.2650 -1.4920 0.196
H 3.25349 -1.54096 -0.95908 1.0572 -0.9210 0.7295 0.175
H 3.06096 -3.13377 -0.24794 1.2257 -1.5843 -0.0136 0.129
H 1.14143 1.30197 0.95217 0.1114 -0.2155 -0.3498 0.115



# 3
24
Properties=species:S:1:pos:R:3:forces:R:3:lowdin_charge:R:1 method="wB97M-V/def2-TZVPD" total_energy_ha=-1217.32184 gap_ev=9.125 total_charge=+1 homo_ha=-0.460
C -1.08943 -0.31473 -1.56523 0.0123 -0.4376 0.1039 -0.428
C 0.88850 -1.62387 -0.79413 -0.2254 0.6753 -0.4519 -0.691
C -1.99583 -1.14076 -2.41524 -0.0232 0.0932 -0.0626 0.054
C 1.01801 -2.49828 0.39527 0.0314 -0.2831 0.2886 -0.057
C -0.43724 2.37001 1.66397 -0.1457 0.1587 0.2911 -0.070
C 0.92933 2.23404 1.09064 0.4169 -0.0341 0.0776 -0.828
N -0.09835 -0.83906 -0.94030 0.1279 -0.6179 0.1157 0.121
N 1.96355 2.40747 1.90173 0.0085 0.0787 0.1284 0.109
O -1.39319 0.92349 -1.42981 -0.3820 0.6018 -0.1952 0.082
S 2.21743 -1.66604 -1.90635 0.1771 -0.2294 0.0532 0.937
S 1.19534 1.89863 -0.50981 0.2664 0.2561 -0.3387 0.777
H -1.79137 -2.20176 -2.32618 0.0431 -0.0231 0.0437 0.097
H -3.02874 -0.92778 -2.14831 -0.0253 0.0054 0.0500 0.107
H -1.86429 -0.82757 -3.45027 0.0127 0.0221 -0.0760 0.109
H 0.45260 -2.10346 1.23549 0.0159 0.0658 -0.0327 0.098
H 0.61188 -3.48152 0.15155 -0.0131 -0.0476 -0.0500 0.105
H 2.06120 -2.63175 0.66853 0.0447 -0.0082 0.0607 0.084
H -0.89218 3.28799 1.29050 0.0253 0.0168 -0.0188 0.104
H -1.07796 1.54591 1.35785 0.0573 -0.0456 -0.0277 0.080
H -0.41115 2.41545 2.75013 -0.0646 0.0012 0.0813 0.086
H 1.75316 -0.76107 -2.77528 -0.1253 0.0636 -0.0115 -0.092
H 2.90657 2.35869 1.54067 -0.1447 0.0177 -0.0338 0.114
H 1.85094 2.68229 2.86314 -0.1035 -0.0206 0.0643 0.123
H -0.60901 1.46304 -1.03086 0.0132 -0.3091 -0.0596 -0.020



# 4
22
Properties=species:S:1:pos:R:3:forces:R:3:lowdin_charge:R:1 method="wB97M-V/def2-TZVPD" total_energy_ha=-687.07463 gap_ev="8.845 / 8.847" total_charge=0 e_above_lowest_kcal_mol=53.2 homo_ha="-0.320 / -0.320"
C 0.88494 -0.26672 -1.83065 0.4704 -0.0495 -0.0197 0.019
C 0.99166 -0.15194 -0.52646 -1.0959 -1.3952 0.6182 -0.411
C 1.64638 1.89417 0.66999 0.5379 2.4172 1.8393 -0.133
C 0.09097 -2.14230 0.90854 1.7921 0.9197 1.5997 -0.134
C 2.06364 0.50507 0.22594 1.3283 1.0436 0.2238 -0.249
C -0.06197 -0.70220 0.43062 -1.2834 1.6656 -0.4347 -0.486
N -4.23754 0.25469 -0.81263 5.9069 -0.2644 -2.2439 -0.003
N -2.56527 0.36981 0.27196 -4.4587 2.2009 -0.2008 -0.308
P -1.80074 -0.66647 -0.51530 2.7007 -2.2997 -1.2751 0.880
H 0.30171 -0.97022 -2.33415 -1.7003 -0.8419 -0.2886 0.027
H 1.47391 0.22982 -2.53296 1.5499 0.8893 -0.6793 0.049
H 2.58445 2.64304 0.89226 -2.3209 -2.0575 -0.1131 0.125
H 1.09382 2.40324 -0.10857 0.0472 0.0404 -0.5554 0.061
H 0.88422 1.89718 1.51345 1.3161 0.0827 -0.5701 0.079
H -0.19837 -2.31915 1.93986 -1.2029 0.2406 0.0304 0.068
H -0.47518 -2.72582 0.21427 0.2099 -1.1745 -0.2119 0.029
H 1.15958 -2.43022 1.10957 -0.6024 0.0334 -1.3699 0.092
H 2.92649 0.75439 -0.43730 -0.2192 -1.0841 0.5997 0.122
H 2.28137 -0.16288 1.12552 0.3376 0.9240 -1.2398 0.140
H -0.09648 0.17568 1.14991 -0.3531 -1.6927 0.0200 0.094
H -4.16474 1.15563 -1.30328 -0.2689 -0.2458 0.8361 0.012
H -4.78286 0.25518 -0.05061 -2.6913 0.6478 3.4350 -0.072



# 5
22
Properties=species:S:1:pos:R:3:forces:R:3:lowdin_charge:R:1 method="wB97M-V/def2-TZVPD" smiles="CC(C)[C@@H]1S[NH+]=CN1C" total_energy_ha=-743.82315 gap_ev=9.467 total_charge=+1 e_above_lowest_kcal_mol=46.6 homo_ha=-0.481
C -0.55176 1.73318 1.69502 1.0280 2.6185 2.3729 -0.107
C -0.61484 1.04003 0.42041 0.1965 -1.7959 -0.5224 -0.496
C 0.18432 1.72244 -0.65393 1.6748 -1.0727 1.0510 -0.062
C -0.02162 -0.39390 0.73184 0.2230 0.4402 -1.9924 -0.414
S 1.75344 -0.29972 1.21458 0.7012 -0.4877 -0.4822 1.051
N 2.25979 -1.24533 -0.20096 -4.4559 0.3998 -0.0387 -0.179
C 1.20972 -1.69631 -0.89483 -0.3318 0.2244 0.2056 -0.113
N -0.00848 -1.28721 -0.50241 1.3207 0.1361 -0.1731 -0.107
C -1.30241 -1.62791 -1.15588 0.3532 -1.3559 2.3465 0.023
H 0.49885 1.51391 2.02456 -0.6789 0.7675 0.3998 0.042
H -1.21464 1.29129 2.44977 0.0227 0.4217 -0.0825 0.096
H -0.62645 2.92172 1.68337 -0.1205 -2.6713 -0.1381 0.154
H -1.64677 0.91178 0.08260 -0.0034 -0.1468 -0.0608 0.139
H 1.19302 2.11373 -0.22420 -1.6212 -0.8919 -0.9918 0.118
H -0.41479 2.56506 -0.88664 -0.2322 0.7836 -1.2022 0.078
H 0.29001 0.89075 -1.39533 0.3012 1.6455 -0.3352 0.089
H -0.53230 -0.87393 1.54423 -0.5005 -0.3652 0.2277 0.114
H 3.12861 -1.60478 -0.41788 2.3556 -0.5181 0.0064 0.093
H 1.39993 -2.40427 -1.75548 -0.5538 1.0243 0.9896 0.195
H -1.45990 -1.41626 -2.16747 0.5592 0.7358 -1.5696 0.085
H -1.43253 -2.69674 -1.00236 -0.1668 -0.1306 -0.1626 0.106
H -2.09122 -1.15754 -0.58901 -0.0709 0.2389 0.1521 0.094